The following is a DFT calculation (ωB97M-V/def2-TZVPD) of 14 unconnected molecules or ions with the total composition C54H130N14O10 at a distorted geometry.

Results
E_LUMO	0.35	eV
ΔE to the lowest compared entry with this formula, charge and spin	0.0	kcal/mol
E	-3654.4877	Eh
HOMO-LUMO gap	8.30	eV
strongest force on any atom	1.4	eV/A
HOMO energy	-7.94	eV

Bonds (Å) are listed after each position.
Atoms and positions in Å:
1 C 1.17 0.11 2.54  C2 1.532, H8 1.091, H9 1.092, H10 1.090
2 C 0.38 -0.71 1.51  C1 1.532, N3 1.441, H11 1.099, H12 1.092
3 N 0.34 -0.25 0.15  C2 1.441, C4 1.454, C6 1.472
4 C -0.41 0.99 -0.01  N3 1.454, C5 1.526, H13 1.103, H14 1.093
5 C -1.84 0.90 0.50  C4 1.526, H15 1.092, H16 1.089, H17 1.085
6 C 1.66 -0.19 -0.49  N3 1.472, C7 1.504, H18 1.104, H19 1.092
7 C 2.30 -1.55 -0.55  C6 1.504, H20 1.090, H21 1.093, H22 1.099
8 H 2.23 0.14 2.26  C1 1.091
9 H 1.12 -0.44 3.48  C1 1.092
10 H 0.77 1.12 2.65  C1 1.090
11 H 0.78 -1.73 1.52  C2 1.099
12 H -0.60 -0.90 1.94  C2 1.092
13 H 0.11 1.82 0.50  C4 1.103
14 H -0.45 1.25 -1.08  C4 1.093
15 H -1.85 0.72 1.58  C5 1.092
16 H -2.31 1.88 0.42  C5 1.089
17 H -2.41 0.11 0.02  C5 1.085
18 H 2.25 0.60 0.02  C6 1.104
19 H 1.48 0.21 -1.49  C6 1.092
20 H 3.19 -1.57 -1.17  C7 1.090
21 H 1.62 -2.37 -0.81  C7 1.093
22 H 2.62 -1.85 0.46  C7 1.099
23 C 4.12 5.34 -6.01  C24 1.512, H30 1.091, H31 1.097, H32 1.089
24 C 2.75 4.84 -5.61  C23 1.512, N25 1.456, H33 1.106, H34 1.091
25 N 2.81 3.87 -4.53  C24 1.456, C26 1.453, C28 1.443
26 C 3.42 4.35 -3.30  N25 1.453, C27 1.520, H35 1.091, H36 1.095
27 C 2.79 5.57 -2.65  C26 1.520, H37 1.089, H38 1.086, H39 1.096
28 C 1.52 3.24 -4.33  N25 1.443, C29 1.520, H40 1.092, H41 1.107
29 C 1.53 1.98 -3.48  C28 1.520, H42 1.093, H43 1.092, H44 1.091
30 H 4.81 4.50 -6.11  C23 1.091
31 H 4.55 6.00 -5.25  C23 1.097
32 H 4.12 5.96 -6.91  C23 1.089
33 H 2.09 5.68 -5.36  C24 1.106
34 H 2.26 4.35 -6.46  C24 1.091
35 H 3.50 3.53 -2.59  C26 1.091
36 H 4.47 4.58 -3.53  C26 1.095
37 H 2.72 6.40 -3.35  C27 1.089
38 H 1.84 5.31 -2.18  C27 1.086
39 H 3.42 5.95 -1.84  C27 1.096
40 H 1.03 2.99 -5.27  C28 1.092
41 H 0.83 3.96 -3.84  C28 1.107
42 H 2.16 1.21 -3.94  C29 1.093
43 H 0.52 1.56 -3.45  C29 1.092
44 H 1.87 2.22 -2.47  C29 1.091
45 C -9.79 -1.36 2.39  C46 1.533, H52 1.088, H53 1.092, H54 1.094
46 C -8.64 -0.70 1.61  C45 1.533, N47 1.455, H55 1.104, H56 1.086
47 N -7.56 -1.64 1.36  C46 1.455, C48 1.453, C50 1.453
48 C -6.23 -1.06 1.43  N47 1.453, C49 1.527, H57 1.094, H58 1.091
49 C -5.91 -0.09 0.29  C48 1.527, H59 1.094, H60 1.089, H61 1.092
50 C -7.77 -2.49 0.21  N47 1.453, C51 1.507, H62 1.107, H63 1.094
51 C -6.73 -3.58 0.06  C50 1.507, H64 1.094, H65 1.091, H66 1.092
52 H -9.43 -1.89 3.27  C45 1.088
53 H -10.34 -2.05 1.76  C45 1.092
54 H -10.52 -0.60 2.68  C45 1.094
55 H -9.08 -0.39 0.65  C46 1.104
56 H -8.23 0.13 2.18  C46 1.086
57 H -6.13 -0.59 2.41  C48 1.094
58 H -5.49 -1.86 1.41  C48 1.091
59 H -5.90 -0.65 -0.65  C49 1.094
60 H -6.65 0.71 0.21  C49 1.089
61 H -4.92 0.37 0.38  C49 1.092
62 H -7.83 -1.89 -0.72  C50 1.107
63 H -8.75 -2.97 0.28  C50 1.094
64 H -5.72 -3.21 -0.16  C51 1.094
65 H -6.93 -4.21 -0.80  C51 1.091
66 H -6.64 -4.19 0.96  C51 1.092
67 C 4.50 0.45 4.10  C68 1.526, H74 1.090, H75 1.097, H76 1.089
68 C 3.92 -0.83 4.69  C67 1.526, N69 1.453, H77 1.102, H78 1.093
69 N 3.70 -1.87 3.70  C68 1.453, C70 1.453, C72 1.465
70 C 2.83 -2.94 4.17  N69 1.453, C71 1.514, H79 1.095, H80 1.110
71 C 2.54 -3.99 3.12  C70 1.514, H81 1.092, H82 1.092, H83 1.091
72 C 4.92 -2.27 3.00  N69 1.465, C73 1.508, H84 1.089, H85 1.092
73 C 6.04 -2.81 3.86  C72 1.508, H86 1.095, H87 1.090, H88 1.091
74 H 5.43 0.34 3.54  C67 1.090
75 H 4.76 1.07 4.97  C67 1.097
76 H 3.78 1.00 3.49  C67 1.089
77 H 4.59 -1.21 5.49  C68 1.102
78 H 3.00 -0.55 5.20  C68 1.093
79 H 1.91 -2.50 4.54  C70 1.095
80 H 3.29 -3.39 5.07  C70 1.110
81 H 2.32 -3.52 2.16  C71 1.092
82 H 1.69 -4.59 3.44  C71 1.092
83 H 3.38 -4.68 2.98  C71 1.091
84 H 4.60 -3.01 2.27  C72 1.089
85 H 5.28 -1.44 2.39  C72 1.092
86 H 5.76 -3.77 4.32  C73 1.095
87 H 6.94 -2.99 3.28  C73 1.090
88 H 6.29 -2.16 4.70  C73 1.091
89 C -4.53 -2.61 -3.65  O90 1.217, N91 1.351, H94 1.102
90 O -5.35 -3.08 -2.89  C89 1.217
91 N -3.48 -1.85 -3.27  C89 1.351, C92 1.455, C93 1.434
92 C -2.49 -1.36 -4.22  N91 1.455, H95 1.098, H96 1.085, H97 1.090
93 C -3.22 -1.63 -1.88  N91 1.434, H98 1.092, H99 1.092, H100 1.093
94 H -4.56 -2.75 -4.74  C89 1.102
95 H -2.58 -0.28 -4.38  C92 1.098
96 H -2.57 -1.83 -5.19  C92 1.085
97 H -1.51 -1.46 -3.76  C92 1.090
98 H -2.16 -1.41 -1.69  C93 1.092
99 H -3.79 -0.80 -1.45  C93 1.092
100 H -3.46 -2.52 -1.30  C93 1.093
101 C 0.90 -5.62 -2.50  O102 1.215, N103 1.353, H106 1.104
102 O 1.30 -5.02 -3.48  C101 1.215
103 N -0.16 -5.26 -1.74  C101 1.353, C104 1.443, C105 1.447
104 C -0.46 -5.93 -0.50  N103 1.443, H107 1.091, H108 1.089, H109 1.098
105 C -0.92 -4.07 -2.04  N103 1.447, H110 1.091, H111 1.088, H112 1.096
106 H 1.34 -6.57 -2.14  C101 1.104
107 H 0.11 -6.85 -0.41  C104 1.091
108 H -1.53 -6.13 -0.42  C104 1.089
109 H -0.15 -5.31 0.36  C104 1.098
110 H -0.78 -3.31 -1.27  C105 1.091
111 H -0.66 -3.71 -3.03  C105 1.088
112 H -1.99 -4.32 -2.13  C105 1.096
113 C 0.92 -0.88 -6.18  O114 1.213, N115 1.353, H118 1.104
114 O 0.06 -0.22 -5.65  C113 1.213
115 N 1.82 -1.65 -5.52  C113 1.353, C116 1.456, C117 1.443
116 C 2.93 -2.30 -6.20  N115 1.456, H119 1.093, H120 1.090, H121 1.091
117 C 1.78 -1.78 -4.09  N115 1.443, H122 1.094, H123 1.090, H124 1.093
118 H 1.10 -0.93 -7.27  C113 1.104
119 H 3.88 -1.85 -5.89  C116 1.093
120 H 2.84 -2.18 -7.28  C116 1.090
121 H 2.95 -3.37 -5.98  C116 1.091
122 H 2.73 -1.53 -3.61  C117 1.094
123 H 1.04 -1.09 -3.69  C117 1.090
124 H 1.50 -2.80 -3.82  C117 1.093
125 C -3.06 5.49 -1.32  O126 1.215, N127 1.350, H130 1.104
126 O -3.92 5.95 -0.60  C125 1.215
127 N -1.96 4.83 -0.91  C125 1.350, C128 1.441, C129 1.443
128 C -1.57 4.82 0.48  N127 1.441, H131 1.095, H132 1.098, H133 1.083
129 C -1.06 4.18 -1.85  N127 1.443, H134 1.097, H135 1.086, H136 1.091
130 H -3.14 5.53 -2.42  C125 1.104
131 H -0.57 5.26 0.59  C128 1.095
132 H -1.43 3.78 0.82  C128 1.098
133 H -2.31 5.29 1.10  C128 1.083
134 H -1.16 3.09 -1.76  C129 1.097
135 H -1.26 4.45 -2.88  C129 1.086
136 H -0.02 4.36 -1.59  C129 1.091
137 C 6.24 -0.66 -2.40  O138 1.214, N139 1.354, H142 1.104
138 O 6.92 -1.63 -2.10  C137 1.214
139 N 5.46 0.03 -1.54  C137 1.354, C140 1.444, C141 1.447
140 C 4.75 1.23 -1.95  N139 1.444, H143 1.096, H144 1.090, H145 1.090
141 C 5.50 -0.26 -0.13  N139 1.447, H146 1.090, H147 1.086, H148 1.096
142 H 6.16 -0.28 -3.43  C137 1.104
143 H 5.15 2.12 -1.47  C140 1.096
144 H 3.70 1.11 -1.69  C140 1.090
145 H 4.83 1.40 -3.02  C140 1.090
146 H 4.52 -0.06 0.30  C141 1.090
147 H 5.78 -1.30 0.01  C141 1.086
148 H 6.24 0.35 0.40  C141 1.096
149 C -0.17 1.68 5.74  O150 1.217, N151 1.345, H154 1.104
150 O 0.53 1.75 6.73  C149 1.217
151 N -0.83 2.70 5.17  C149 1.345, C152 1.448, C153 1.454
152 C -1.62 2.52 3.97  N151 1.448, H155 1.095, H156 1.091, H157 1.087
153 C -0.76 4.05 5.72  N151 1.454, H158 1.085, H159 1.093, H160 1.092
154 H -0.35 0.72 5.23  C149 1.104
155 H -1.22 3.17 3.18  C152 1.095
156 H -2.66 2.78 4.15  C152 1.091
157 H -1.57 1.48 3.68  C152 1.087
158 H -0.09 4.04 6.58  C153 1.085
159 H -0.38 4.73 4.96  C153 1.093
160 H -1.76 4.36 6.02  C153 1.092
161 C -4.76 3.09 1.26  O162 1.215, N163 1.347, H166 1.102
162 O -4.31 2.26 2.03  C161 1.215
163 N -6.06 3.42 1.13  C161 1.347, C164 1.458, C165 1.448
164 C -6.46 4.33 0.07  N163 1.458, H167 1.089, H168 1.089, H169 1.088
165 C -7.11 2.80 1.91  N163 1.448, H170 1.092, H171 1.086, H172 1.093
166 H -4.14 3.74 0.62  C161 1.102
167 H -7.50 4.12 -0.18  C164 1.089
168 H -5.89 4.14 -0.84  C164 1.089
169 H -6.33 5.38 0.34  C164 1.088
170 H -7.79 2.23 1.26  C165 1.092
171 H -6.69 2.13 2.66  C165 1.086
172 H -7.70 3.59 2.37  C165 1.093
173 C -3.09 -1.16 3.37  O174 1.209, N175 1.358, H178 1.105
174 O -2.92 -0.63 4.44  C173 1.209
175 N -2.43 -2.25 2.92  C173 1.358, C176 1.452, C177 1.452
176 C -2.54 -2.71 1.54  N175 1.452, H179 1.091, H180 1.090, H181 1.096
177 C -1.58 -3.06 3.78  N175 1.452, H182 1.087, H183 1.093, H184 1.093
178 H -3.77 -0.79 2.58  C173 1.105
179 H -2.92 -1.88 0.95  C176 1.091
180 H -3.13 -3.63 1.48  C176 1.090
181 H -1.52 -2.84 1.16  C176 1.096
182 H -1.72 -2.75 4.81  C177 1.087
183 H -1.90 -4.11 3.69  C177 1.093
184 H -0.54 -2.97 3.48  C177 1.093
185 C 5.55 -4.37 0.09  O186 1.216, N187 1.357, H190 1.099
186 O 5.99 -4.93 1.08  C185 1.216
187 N 4.49 -4.84 -0.62  C185 1.357, C188 1.445, C189 1.437
188 C 4.20 -4.28 -1.92  N187 1.445, H191 1.093, H192 1.092, H193 1.098
189 C 3.85 -6.08 -0.27  N187 1.437, H194 1.088, H195 1.090, H196 1.098
190 H 5.98 -3.45 -0.32  C185 1.099
191 H 4.66 -3.30 -2.05  C188 1.093
192 H 3.13 -4.13 -2.12  C188 1.092
193 H 4.61 -4.88 -2.74  C188 1.098
194 H 3.99 -6.27 0.79  C189 1.088
195 H 2.78 -6.06 -0.49  C189 1.090
196 H 4.30 -6.92 -0.81  C189 1.098
197 C 3.05 3.64 0.54  O198 1.220, N199 1.344, H202 1.106
198 O 2.02 3.36 -0.05  C197 1.220
199 N 3.14 3.90 1.86  C197 1.344, C200 1.453, C201 1.453
200 C 4.43 4.11 2.50  N199 1.453, H203 1.093, H204 1.089, H205 1.088
201 C 1.97 3.85 2.72  N199 1.453, H206 1.091, H207 1.086, H208 1.095
202 H 4.05 3.66 0.07  C197 1.106
203 H 4.80 3.17 2.92  C200 1.093
204 H 4.31 4.82 3.32  C200 1.089
205 H 5.14 4.52 1.79  C200 1.088
206 H 1.90 4.76 3.32  C201 1.091
207 H 1.09 3.70 2.10  C201 1.086
208 H 2.07 3.02 3.43  C201 1.095